1.
Computed, not measured: a structure of composition C20H19IIrN5O3Te4, with ωB97M-V/def2-TZVPD.

```
! wB97M-V def2-TZVPD RIJCOSX def2/J DEFGRID3
* xyz 1 6
O -0.22885 3.55519 -0.21727
H -1.80659 3.90457 1.72789
O 0.38905 1.81163 -2.29492
H -5.04944 0.79587 0.89735
C 0.13137 2.58196 0.39667
C -1.90413 0.20239 0.23210
C -3.37305 1.78777 -0.79961
C 1.13116 1.40380 -1.43221
H 5.16913 -1.85337 -2.48151
C 3.78712 -1.06807 -1.05292
C 3.87605 -0.35218 -3.32871
C 0.04657 -2.44732 -0.91060
H -0.49070 -4.79346 -3.25345
C -1.22330 1.80915 4.33195
Te 0.43656 -2.22471 1.18323
C -4.08400 0.42473 1.22782
H 2.39357 1.15585 -3.81537
C -0.41417 -1.44337 -2.88956
Te 1.45281 -2.78651 4.70922
C -0.34672 2.36429 1.81811
H -2.52015 2.45380 -0.92256
C -0.55204 -2.66354 -3.53061
C 4.35810 -1.16052 -2.31121
O -1.54725 -0.64599 1.06555
H -4.23014 2.37552 -0.48164
C -0.38098 -3.82252 -2.79008
N -3.08814 0.78392 0.23071
Ir 1.72445 0.15777 1.25673
H -3.60275 1.31500 -1.75400
Te 3.91129 0.12842 2.62581
H -4.12593 -0.65764 1.33639
H 4.31085 -0.39829 -4.31735
H 4.12021 -1.68306 -0.22811
C -0.18402 1.11001 3.74337
N 2.78741 -0.22564 -0.79728
C 2.82594 0.51207 -3.06337
N 0.24114 1.39046 2.51314
H -0.53997 -0.50748 -3.42293
N -0.11543 -1.33282 -1.59542
H -1.22957 0.54441 -0.55668
C 2.31313 0.53893 -1.78139
H 0.33557 0.30650 4.25732
N 0.97245 1.58169 -0.06790
C -1.82958 2.83028 3.61583
Te 3.80922 -1.68051 4.68443
H -3.83785 0.86477 2.19474
C -1.38373 3.11813 2.33510
H -1.54175 1.55347 5.33152
I 2.55557 -3.98793 1.18418
C -0.07738 -3.72116 -1.44183
H -2.64208 3.39442 4.05231
H 0.06303 -4.60152 -0.83092
H -0.79211 -2.69915 -4.58205
*
```

For the HOMO-LUMO gap (alpha / beta), the calculation gives 6.42 / 5.65 eV. As for the energy above the lowest of the compared OMol25 structures with the same formula, charge and spin: 8.2 kcal per mole.

***

2.
Computed, not measured: a cluster of 2 separate species, C3H10N3S in total in a non-equilibrium geometry, with ωB97M-V/def2-TZVPD.

```
! wB97M-V def2-TZVPD RIJCOSX def2/J DEFGRID3
* xyz 1 1
H 0.89877 1.36785 -0.18337
C -0.52409 -0.06977 -0.86833
S 1.75948 -2.89714 0.50464
N 0.45474 -1.41474 2.17673
N 0.07978 -0.65690 -1.97087
H -0.42622 2.15990 -1.03286
C 0.83463 -1.48451 0.93110
N -0.81527 1.55977 0.94667
H 1.76865 -2.54887 -0.81073
H 0.60680 -2.14025 2.90563
H 0.08152 -1.71487 -2.05303
H -0.05508 -0.56463 2.35044
H -0.41575 2.37192 1.46431
H -1.77569 1.34405 1.07001
H 0.98442 -0.26010 -2.29198
H -1.31756 -0.59513 -0.36896
C -0.25355 1.26875 -0.31909
*
```

For the HOMO-LUMO gap, the calculation gives 8.05 eV. As for the energy above the lowest of the compared OMol25 structures with the same formula, charge and spin: 75.0 kcal per mole.

***

3.
Computed, not measured: a structure of composition F6H2Hf2O in a non-equilibrium geometry, with ωB97M-V/def2-TZVPD.

```
! wB97M-V def2-TZVPD RIJCOSX def2/J DEFGRID3
* xyz 1 2
Hf 31.28216 7.45911 -6.29624
F 31.34470 7.71213 -3.83231
O 29.94929 8.55530 -1.45885
F 30.08191 5.65735 -5.22750
Hf 32.28769 7.45874 -1.64410
F 30.79925 5.67988 -1.76818
H 29.24648 8.54399 -0.80912
F 34.14971 7.12953 -3.06222
F 29.94760 9.43978 -5.77685
H 29.59603 9.06844 -2.18559
F 32.51793 9.77943 -2.04161
*
```

For the HOMO-LUMO gap (alpha / beta), the calculation gives 6.56 / 8.46 eV.

***

4.
Computed, not measured: a cluster of 3 separate species, C4H13NO3 in total in a non-equilibrium geometry, with ωB97M-V/def2-TZVPD.

```
! wB97M-V def2-TZVPD RIJCOSX def2/J DEFGRID3
* xyz 0 1
H 3.09369 0.47034 0.01817
H -0.66647 -0.65890 1.37284
C -0.91946 0.69917 2.84100
H -1.92100 0.36778 3.13639
H -0.11184 0.33227 -2.84864
H 1.11841 0.56153 1.21176
H -0.68165 -1.35410 -2.80814
O 1.09563 0.95245 0.30248
H -1.42108 0.83346 -0.75068
C -0.93789 -0.32821 -2.55129
C 2.13818 0.42490 -0.54782
O -0.19783 -0.35710 2.25476
H 2.21485 1.02950 -1.43993
H -1.82849 -0.03043 -3.10221
H -1.02346 1.54398 2.15318
C -1.15774 -0.16487 -1.08923
H 1.66559 -1.41000 -0.17868
N -1.11279 -1.05939 -0.20132
H -0.86845 -1.98863 -0.54539
H -0.37896 1.02378 3.73097
O 1.90075 -0.88753 -0.95822
*
```

For the HOMO-LUMO gap, the calculation gives 10.57 eV. As for the energy above the lowest of the compared OMol25 structures with the same formula, charge and spin: 51.3 kcal per mole. The SMILES is [H]/N=C\C.OCO.CO.

***

5.
Computed, not measured: a cluster of 2 separate species, C10H18O4P in total in a non-equilibrium geometry, with ωB97M-V/def2-TZVPD.

```
! wB97M-V def2-TZVPD RIJCOSX def2/J DEFGRID3
* xyz -1 1
H 1.87061 -3.12631 0.42992
C -0.06561 -2.03981 0.01634
C 0.82814 -3.05288 0.88907
H 0.82583 -2.67040 1.96525
H 0.46418 0.38382 -2.18322
H 1.46894 3.18476 -0.92354
P -3.76329 1.06370 0.36259
O -3.80644 -0.26282 -0.31254
C 0.39817 1.47942 -0.44046
H -0.85670 1.61728 -2.18334
H -1.23199 -2.06815 -1.61878
O 1.99078 -1.25322 -0.94701
H 0.28827 -4.06475 0.86886
O 1.50482 0.67687 1.45695
C -0.54239 2.51012 0.36170
C 1.63187 2.17006 -0.96805
H 0.39198 -2.83217 -1.91043
H -1.96428 -2.50588 0.77952
H 2.49424 1.96238 -0.42973
C -0.46677 -2.75077 -1.30602
H -1.77741 -0.87229 0.18339
H -1.34528 1.88530 0.82380
O -4.14316 2.19762 -0.48472
H -1.10131 2.92679 -0.50144
C -1.25429 -1.61774 0.83448
H 1.80988 1.87108 -1.97845
H -1.04499 0.22599 -1.22928
H -1.08732 -1.19902 1.83819
C -0.37987 0.86651 -1.60063
H 0.11203 3.12081 1.00265
C 1.06791 -0.90992 -0.22267
H -0.73975 -3.70096 -0.97945
C 0.99207 0.42588 0.41522
*
```

For the HOMO-LUMO gap, the calculation gives 7.41 eV. As for the energy above the lowest of the compared OMol25 structures with the same formula, charge and spin: 48.7 kcal per mole.

***

6.
Computed, not measured: a structure of composition C20H29NNiO2PS2, with ωB97M-V/def2-TZVPD.

```
! wB97M-V def2-TZVPD RIJCOSX def2/J DEFGRID3
* xyz -1 3
H 2.48551 -0.05932 1.19092
H 1.04320 1.30213 2.79725
C -5.29278 -4.67089 1.71829
C -2.98686 -4.08105 2.10075
C 1.59647 0.09098 0.56038
C -2.07944 -1.51023 2.80133
H -4.18590 1.97662 -2.16238
Ni -1.39322 -0.18923 -0.51612
H -2.74377 3.23765 1.04791
H -4.19802 2.57958 0.28906
H -4.16713 1.15406 2.71712
N -2.04209 1.35620 -0.71425
C -1.56144 -1.34088 4.08145
H 1.30361 -1.92644 -0.07974
H -6.03094 -6.36072 2.82030
H -0.69762 0.92779 2.71595
H -3.26655 1.43487 5.01500
H -1.57555 -0.16063 5.86983
H -3.68704 4.24511 -0.07571
S -1.63083 -2.49000 -0.16586
C 0.19380 1.11983 2.12567
H -1.92337 -5.30623 3.48280
H -1.60111 4.63128 -1.48488
H -0.66017 3.63241 -0.35513
C -2.48140 2.66554 -1.02420
H -3.70620 3.64414 -2.56251
C -1.28416 3.60812 -1.25168
H 2.55191 -1.03771 -1.00266
C 1.56821 -0.96512 -0.52254
H 1.80319 -0.02301 -3.01883
H 0.02078 1.99891 1.49496
C -2.87770 -5.13345 3.00054
H -3.41060 -0.69833 1.31321
P -1.56423 -2.95612 1.79781
C -5.17931 -5.72116 2.62091
H -3.87189 -6.77527 3.95604
C -3.33561 2.64597 -2.30322
C -3.96982 -5.95230 3.25813
H -0.67634 3.23318 -2.07830
S 0.10143 -3.74899 2.49631
C -1.99058 -0.28781 4.87696
H 1.66212 1.09620 0.12054
C -3.33397 3.22771 0.12846
O 0.57469 -0.70242 -1.50457
C -2.93851 0.60703 4.39739
C -3.45181 0.44649 3.11769
C -3.02836 -0.61059 2.32362
H 0.07443 0.44746 -3.08462
H -6.23207 -4.48946 1.21009
H -2.74084 2.26261 -3.13492
H -4.27857 -3.05709 0.73132
O 0.42532 -0.02142 1.32764
C 0.93347 0.30111 -2.43492
C -4.20147 -3.85804 1.45641
H 1.15078 1.25356 -1.94442
H -0.80914 -2.03521 4.43469
*
```

For the HOMO-LUMO gap (alpha / beta), the calculation gives 6.51 / 6.80 eV. As for the energy above the lowest of the compared OMol25 structures with the same formula, charge and spin: 0.0 kcal per mole.

***

7.
Computed, not measured: a cluster of 2 separate species, C2H2FN3S in total in a non-equilibrium geometry, with ωB97M-V/def2-TZVPD.

```
! wB97M-V def2-TZVPD RIJCOSX def2/J DEFGRID3
* xyz 0 1
N -1.34242 1.42979 0.90586
C -0.92063 -0.57750 -0.23114
N -1.42877 0.39634 0.25968
S 1.46504 0.38593 -1.75662
H -1.14417 2.24911 0.27419
N 1.81733 -1.12230 0.50852
C 1.49676 -0.42870 -0.42017
F -1.43602 -1.39778 -1.07595
H 1.49288 -0.93489 1.53563
*
```

For the HOMO-LUMO gap (alpha / beta), the calculation gives 8.63 / 8.63 eV. As for the energy above the lowest of the compared OMol25 structures with the same formula, charge and spin: 86.6 kcal per mole.

***

8.
Computed, not measured: a structure of composition C14H42AlO7S7 in a non-equilibrium geometry, with ωB97M-V/def2-TZVPD.

```
! wB97M-V def2-TZVPD RIJCOSX def2/J DEFGRID3
* xyz 3 1
H 0.13834 3.54665 2.42361
O 3.35059 -0.95018 0.86276
H -1.22483 -4.62917 -0.49828
H -1.44174 5.31832 -0.61394
C -3.46018 2.41669 -2.45043
H -2.27791 -0.97468 3.23215
H -1.71531 3.81270 -4.06155
H 6.28039 0.87734 1.73926
C 3.96733 -2.97707 -3.52089
S 2.14046 -3.03188 -2.89832
C -2.76460 -1.70034 2.58050
H -3.38157 -1.71330 -1.80397
H -2.68174 -3.51306 -0.40744
H 6.84771 -0.92275 -0.39044
H 2.71350 -1.54752 4.14668
O -0.87159 2.21731 0.49283
H -2.04481 -2.49317 2.37699
H -0.19630 0.58146 6.15715
H 2.21633 -1.18067 5.75602
H -1.27335 2.85214 3.25784
H 4.80769 1.03164 2.66417
C -4.17767 0.39175 1.49170
H 0.07850 4.88224 -0.02003
H -0.54647 2.65453 -4.59876
H -3.98506 3.01080 -3.19851
C 1.83903 -1.27562 4.73783
S 1.04257 0.26153 4.05061
H 3.99253 -3.23332 -4.58004
O -1.71215 -0.41957 0.54386
S -3.07177 -0.99152 0.90999
S 4.81826 -0.89781 1.22781
C -3.01739 -2.10992 -2.75169
H 2.14070 -1.30360 -4.62431
H -4.12266 1.62799 -2.09382
H -4.19689 1.07563 0.64315
H -3.82508 -2.79522 -3.00877
H -3.75997 0.86041 2.38276
C -2.04359 -4.14219 -1.02798
H 0.58090 -1.76686 -3.84841
C 1.47117 -2.12404 -4.36604
C -0.46633 0.41453 5.11441
O -1.20691 0.94334 -2.08884
C -1.04360 3.03178 -3.70509
O -0.52438 -1.90827 -1.68385
S -1.41042 -2.92390 -2.38733
O 2.15969 -2.01132 -1.74255
C 5.19407 0.82605 1.66590
H -2.66103 -4.83496 -1.59977
O 0.46667 0.00512 2.69960
H -1.11229 1.26684 4.90369
H -3.24448 2.96657 -1.53435
H 1.06884 -2.02852 4.57033
H 4.42800 -2.00292 -3.35682
H 5.55483 -1.96638 -0.88160
H -5.13844 -0.04858 1.75843
H -2.90808 -1.23431 -3.39158
C -0.95648 4.98894 0.30482
H -0.39205 3.33265 -2.88468
H -1.04475 4.60991 3.05736
H 5.38751 -0.26308 -1.09950
H -1.11499 -0.43644 4.90660
H 4.56179 -3.70737 -2.97191
C -0.93672 3.63618 2.57956
S -2.05220 1.55224 -3.21456
H -0.89649 5.80566 1.02418
C 5.76130 -1.01066 -0.39986
H 1.42780 -2.77664 -5.23801
H 4.88808 1.54233 0.90339
Al 0.90936 0.18415 -0.21845
H -3.64676 -2.11365 3.06945
S -1.68496 3.43536 0.92692
*
```

For the HOMO-LUMO gap, the calculation gives 3.42 eV. As for the energy above the lowest of the compared OMol25 structures with the same formula, charge and spin: 64.0 kcal per mole.